A 13-piece molecular cluster, C53H82BN9O11 overall in a non-equilibrium geometry, computed with ωB97M-V with the def2-TZVPD basis set.

```
156
Properties=species:S:1:pos:R:3:forces:R:3:lowdin_charge:R:1
C -0.962 4.187 -2.917 0.4 -0.9 -0.1 -0.0885
C 0.118 4.177 -4.002 -0.8 1.1 0.1 -0.2522
C 0.468 2.806 -4.557 0.9 0.8 -0.2 -0.1878
C 1.112 1.964 -3.481 -0.7 -0.8 -0.1 -0.1066
N 1.824 0.753 -4.034 1.0 -0.1 -0.3 -0.1977
C 2.657 0.078 -2.950 0.2 -0.3 0.4 -0.0679
C 2.046 -1.311 -2.725 0.4 0.5 0.0 -0.1104
C 0.654 -1.231 -3.317 0.0 -0.1 -0.8 -0.1271
C 0.869 -0.314 -4.511 -0.3 -0.4 -0.5 -0.0861
C 2.751 1.140 -5.163 -0.5 -0.1 -0.1 -0.1462
C 3.739 2.228 -4.813 -0.4 0.2 0.4 -0.2341
C 4.611 2.579 -5.999 0.8 0.4 0.3 -0.0842
H -1.300 5.196 -2.719 -0.1 0.0 0.2 0.0751
H -0.608 3.694 -2.009 0.1 0.4 0.2 0.0665
H -1.797 3.563 -3.230 -0.3 0.2 -0.2 0.0754
H 1.004 4.721 -3.649 0.1 -0.4 0.1 0.1146
H -0.248 4.833 -4.801 0.0 -0.4 -0.2 0.1117
H 1.231 3.008 -5.316 -0.3 -0.1 -0.1 0.0974
H -0.381 2.344 -5.060 -0.1 -0.1 0.2 0.1246
H 0.364 1.550 -2.807 0.1 0.1 0.3 0.1354
H 1.843 2.531 -2.912 0.0 0.0 0.1 0.1388
H 3.673 -0.038 -3.317 0.0 0.2 -0.1 0.1233
H 2.721 0.710 -2.066 -0.4 0.1 0.0 0.1286
H 2.666 -1.985 -3.319 -0.3 -0.3 0.1 0.1295
H 2.104 -1.630 -1.690 -0.1 0.1 0.0 0.0847
H 0.374 -2.217 -3.688 -0.5 0.1 0.2 0.1170
H -0.114 -0.796 -2.682 0.1 -0.2 0.3 0.1116
H 1.328 -0.873 -5.331 0.4 0.1 0.2 0.1395
H -0.017 0.101 -4.990 -0.1 0.3 0.5 0.1311
H 2.090 1.442 -5.976 0.2 -0.1 -0.2 0.1299
H 3.248 0.217 -5.461 0.1 0.0 0.0 0.1406
H 4.313 1.936 -3.931 0.2 -0.1 -0.2 0.1193
H 3.205 3.130 -4.502 0.0 0.0 -0.1 0.1085
H 5.124 1.707 -6.405 -0.2 0.0 -0.3 0.0821
H 5.406 3.254 -5.673 0.0 0.0 0.0 0.0823
H 4.067 3.143 -6.754 -0.1 -0.4 -0.2 0.0827
O -0.452 -3.756 -0.690 0.1 -0.9 -0.4 0.1487
C -0.613 -2.600 -0.458 -0.2 0.3 0.4 -0.4082
O 0.225 -1.808 0.179 -0.2 0.1 -0.2 0.2083
B -0.424 -0.496 0.385 0.6 0.4 0.3 -0.9145
O -1.761 -0.602 -0.200 0.2 -0.2 -0.3 0.2109
C -1.904 -1.808 -0.756 0.2 0.4 1.0 -0.3729
O -2.886 -2.219 -1.280 -0.4 -0.2 -0.6 0.1457
O -0.443 -0.139 1.817 -0.2 0.2 -0.1 0.2391
C 0.313 0.929 2.039 -0.1 -0.4 -0.2 -0.3640
O 0.534 1.441 3.092 -0.1 0.2 0.1 0.1427
C 0.939 1.345 0.694 0.2 -0.8 0.0 -0.4005
O 0.418 0.555 -0.243 -0.3 0.1 -0.3 0.1885
O 1.842 2.103 0.546 0.3 0.4 -0.2 0.1535
N 2.056 5.959 2.100 0.5 -0.1 -0.3 0.0161
C 1.536 6.734 1.102 0.1 0.3 0.4 -0.1473
C 0.493 6.050 0.543 -0.1 -0.1 0.2 -0.1078
C 0.431 4.793 1.210 -0.2 -0.3 -0.5 -0.1156
C 1.440 4.738 2.127 -0.1 0.7 0.4 -0.1354
H 2.816 6.242 2.690 0.2 -0.2 0.0 0.1396
H 1.982 7.696 0.909 -0.3 0.1 -0.1 0.1020
H -0.220 6.428 -0.169 0.1 0.0 -0.2 0.0825
H -0.244 3.991 0.968 -0.1 0.0 0.1 0.0775
H 1.784 3.989 2.816 -0.2 -0.2 -0.1 0.0939
N 1.007 2.073 5.855 0.5 0.5 0.2 0.0275
C 0.789 1.197 6.875 -0.4 -0.4 -0.4 -0.1499
C 1.403 1.667 7.998 0.3 0.6 0.1 -0.1164
C 2.022 2.907 7.643 0.1 -0.6 0.4 -0.1203
C 1.790 3.104 6.312 -0.2 0.2 -0.3 -0.1604
H 0.694 1.994 4.899 0.0 -0.3 0.2 0.0909
H 0.224 0.301 6.675 0.0 -0.1 0.2 0.1124
H 1.470 1.240 8.983 -0.2 -0.3 -0.1 0.0860
H 2.575 3.507 8.347 0.1 0.2 -0.3 0.0841
H 2.105 3.888 5.642 -0.1 0.0 0.1 0.0953
N -3.420 -5.231 0.357 0.0 -0.2 0.3 0.0203
C -4.455 -5.813 -0.322 0.3 0.4 -0.3 -0.1493
C -5.564 -5.775 0.481 0.2 0.1 0.1 -0.1132
C -5.155 -5.213 1.723 -0.5 0.1 -0.1 -0.1138
C -3.836 -4.876 1.613 0.2 0.0 -0.2 -0.1365
H -2.476 -5.139 0.021 0.0 0.0 -0.1 0.1218
H -4.285 -6.134 -1.337 -0.2 -0.1 0.0 0.1064
H -6.577 -6.011 0.199 0.1 -0.3 0.0 0.0888
H -5.810 -5.058 2.564 0.1 0.1 0.1 0.0928
H -3.154 -4.400 2.295 0.0 0.0 0.1 0.0983
N 5.513 -2.292 0.958 -0.1 -0.2 0.1 0.0129
C 4.711 -3.325 0.556 0.0 -0.2 -0.1 -0.1271
C 3.471 -2.812 0.295 -0.3 0.7 0.0 -0.1123
C 3.533 -1.412 0.563 0.2 0.3 0.1 -0.1117
C 4.805 -1.123 0.984 0.5 -0.3 -0.2 -0.1279
H 6.475 -2.393 1.224 0.0 0.1 0.1 0.1465
H 5.095 -4.327 0.470 0.0 0.0 0.0 0.1078
H 2.560 -3.275 -0.046 0.2 -0.4 0.0 0.0860
H 2.745 -0.689 0.436 -0.1 0.0 0.1 0.0807
H 5.328 -0.234 1.294 -0.3 0.2 0.0 0.1174
N -3.130 1.957 0.702 -0.2 0.0 0.1 0.0309
C -3.448 3.155 1.293 0.3 -0.2 -0.3 -0.1267
C -4.317 3.807 0.456 0.3 0.1 -0.2 -0.1090
C -4.547 2.962 -0.671 -0.1 0.1 0.5 -0.1105
C -3.813 1.821 -0.472 -0.2 0.1 -0.2 -0.1551
H -2.538 1.241 1.084 -0.1 0.0 0.1 0.1174
H -2.978 3.440 2.219 -0.1 0.1 0.0 0.1083
H -4.674 4.817 0.571 -0.1 -0.1 0.2 0.0877
H -5.245 3.172 -1.464 0.1 -0.1 -0.1 0.0887
H -3.792 0.904 -1.037 0.2 0.0 0.0 0.0973
N -2.556 -2.319 -4.148 0.1 -0.3 -0.7 0.0216
C -2.661 -2.013 -5.487 0.0 0.1 0.2 -0.1482
C -2.112 -3.039 -6.211 0.2 0.1 0.5 -0.1121
C -1.643 -4.011 -5.266 0.0 0.5 -0.6 -0.1037
C -1.953 -3.546 -4.015 0.1 0.2 0.2 -0.1498
H -2.972 -1.794 -3.400 0.0 -0.1 0.2 0.1128
H -3.110 -1.089 -5.812 -0.1 -0.1 0.0 0.1022
H -2.033 -3.072 -7.284 0.0 -0.1 0.0 0.0853
H -1.081 -4.884 -5.554 -0.1 -0.2 0.3 0.0883
H -1.738 -3.939 -3.034 -0.1 -0.1 0.0 0.0993
N 3.753 -1.588 4.003 0.1 0.1 0.2 0.0169
C 3.314 -0.315 4.280 0.7 0.1 -0.2 -0.1281
C 3.739 0.005 5.541 -0.4 -0.2 0.7 -0.1079
C 4.375 -1.143 6.087 0.1 -0.1 -0.3 -0.0997
C 4.406 -2.090 5.096 -0.3 -0.1 0.1 -0.1430
H 3.573 -2.118 3.169 0.0 0.2 -0.2 0.0986
H 2.900 0.335 3.527 -0.2 -0.2 0.0 0.0926
H 3.519 0.900 6.104 0.0 0.1 -0.2 0.0767
H 4.711 -1.288 7.100 0.2 0.1 0.0 0.0882
H 4.799 -3.094 5.089 -0.1 0.0 0.0 0.1010
N 6.023 4.920 3.524 0.2 0.1 0.1 -0.0032
C 5.660 4.595 2.246 -0.5 0.2 -0.2 -0.1495
C 4.708 3.609 2.315 0.3 0.1 0.2 -0.1120
C 4.557 3.288 3.691 -0.6 -0.1 0.0 -0.1120
C 5.355 4.128 4.419 -0.1 0.0 -0.3 -0.1258
H 6.657 5.654 3.775 0.1 0.0 0.0 0.1400
H 6.006 5.160 1.397 0.1 0.0 0.0 0.1020
H 4.110 3.237 1.500 0.1 -0.2 -0.1 0.0811
H 3.874 2.557 4.093 0.1 0.0 0.1 0.0697
H 5.454 4.256 5.482 0.2 -0.1 0.0 0.1085
C 1.285 -3.969 2.837 -0.4 0.1 0.2 -0.0865
C 0.270 -4.945 3.432 1.6 -0.3 0.2 -0.2959
O 0.476 -5.149 4.835 -0.4 0.3 -0.1 -0.0799
H 2.303 -4.358 2.910 -0.1 -0.1 -0.1 0.0703
H 1.280 -3.008 3.357 -0.2 0.0 -0.1 0.0752
H 1.029 -3.828 1.785 0.2 0.1 0.0 0.0488
H 0.486 -5.899 2.939 -0.7 0.0 -0.2 0.1109
H -0.747 -4.601 3.277 -0.1 -0.1 0.0 0.0972
H 1.143 -5.830 4.948 0.0 0.0 0.0 0.0748
C -6.016 -3.298 -2.607 0.2 -0.8 0.4 -0.0878
C -7.451 -3.753 -2.718 -0.4 0.7 -0.6 -0.2778
O -8.278 -2.901 -1.890 0.3 -0.4 -0.2 -0.0936
H -5.859 -2.285 -2.969 -0.1 0.1 0.0 0.0744
H -5.373 -3.989 -3.162 -0.1 0.1 -0.2 0.0770
H -5.681 -3.400 -1.573 0.0 0.3 0.0 0.0530
H -7.575 -4.808 -2.459 0.1 0.1 0.3 0.1081
H -7.782 -3.642 -3.759 0.0 -0.1 0.1 0.1115
H -9.162 -2.862 -2.264 0.0 -0.1 0.0 0.0922
C -5.646 -1.355 0.675 0.7 0.3 0.7 -0.0790
C -6.552 -0.418 -0.091 -0.8 0.1 0.3 -0.3162
O -7.925 -0.818 0.009 0.3 0.0 -0.3 -0.0966
H -5.759 -1.157 1.746 -0.3 -0.2 0.0 0.0801
H -4.585 -1.141 0.504 -0.1 -0.1 -0.3 0.0493
H -5.822 -2.418 0.516 -0.1 0.0 -0.2 0.0575
H -6.281 -0.292 -1.146 0.1 -0.1 0.0 0.1009
H -6.516 0.563 0.386 0.2 0.1 -0.2 0.1036
H -8.040 -1.526 -0.647 -0.1 0.0 0.3 0.0284
```
Positions in Å, forces in eV/Å.

Frontier orbital gap, eV: 7.20
HOMO energy, eV: -7.456
Energy, eV: -92904.3692
LUMO, eV: -0.3
Energy above the lowest of the compared OMol25 structures with the same formula, charge and spin, eV: 0.000

---

A 2-piece molecular cluster, C3HOS4 overall in a non-equilibrium geometry, computed with ωB97M-V with the def2-TZVPD basis set.

```
9
Properties=species:S:1:pos:R:3:forces:R:3:lowdin_charge:R:1
C 1.178 -0.316 -0.120 -1.2 2.5 0.8 -0.3644
C 0.816 2.008 0.057 -1.3 -3.2 -0.7 -1.3553
C 2.415 -0.575 0.062 1.6 -0.3 -0.4 -0.9576
O -0.012 -0.877 -0.045 1.3 -2.5 0.0 -0.0558
S -0.782 1.891 0.030 -1.0 0.8 0.2 0.5576
S 3.930 -1.662 -0.023 -1.0 -0.7 0.2 0.3174
S 2.136 2.797 -0.106 1.8 1.1 0.2 0.5826
S 3.880 0.417 0.087 0.1 0.7 -0.1 0.3026
H -0.743 -0.301 -0.258 -0.4 1.5 -0.1 -0.0271
```
Positions in Å, forces in eV/Å.

Frontier orbital gap, eV: 6.45
HOMO energy, eV: -3.243
Net charge: -1
Energy, eV: -48513.5904
LUMO, eV: 3.2
Energy above the lowest of the compared OMol25 structures with the same formula, charge and spin, eV: 3.510